No. 1
Below is a 3-piece molecular cluster, C4H12IN2 overall, with properties calculated with ωB97M-V/def2-TZVPD.

Structure (XYZ):
```
19
C4H12IN2 (ωB97M-V/def2-TZVPD)
C -1.131 0.570 0.258
C -1.177 -1.866 0.548
C 0.872 2.992 -1.470
C 0.769 -0.803 -0.218
N -0.484 -0.707 0.108
N 0.565 4.229 -1.491
I 1.275 -4.936 1.907
H -0.473 1.291 -0.207
H -2.103 0.580 -0.248
H -1.206 0.779 1.306
H -2.131 -1.859 0.099
H -0.793 -2.826 0.258
H -1.331 -1.985 1.677
H 1.204 -1.729 -0.109
H 2.012 2.776 -1.155
H 1.219 0.119 -0.592
H -0.409 4.464 -1.562
H 2.129 -6.126 2.345
H 1.194 5.038 -1.453
```

Results
Total charge: +1
Gap between HOMO and LUMO: 6.913 eV
Multiplicity: 1

Here are the Löwdin charges for atoms 1 to 8, given in e: number 1, C, carries 0.004; number 2, C, carries -0.033; number 3, C, carries -0.094; number 4, C, carries 0.245; number 5, N, carries -0.194; number 6, N, carries -0.022; number 7, I, carries 0.438; number 8, H, carries 0.032

No. 2
Below is C4H12KO4 as an isolated structure, with properties calculated with ωB97M-V/def2-TZVPD.

Structure (XYZ):
```
21
C4H12KO4 (ωB97M-V/def2-TZVPD)
K 0.163 2.577 1.532
C -2.096 1.011 -1.299
C -1.708 -0.538 -1.366
O -1.381 -0.998 -2.670
O -1.848 1.516 -0.048
H -3.161 1.226 -1.383
H -1.525 1.573 -2.039
H -2.475 -1.181 -0.934
H -0.837 -0.590 -0.712
H -0.936 -1.816 -2.435
H -2.711 1.641 0.355
C 2.463 -0.047 0.708
C 1.794 -1.066 1.599
O 0.956 -0.283 2.485
O 1.675 0.897 -0.105
H 3.230 -0.632 0.201
H 3.071 0.599 1.341
H 2.522 -1.708 2.094
H 1.276 -1.716 0.894
H 0.225 -0.886 2.636
H 1.304 0.422 -0.852
```

Results
Total charge: +2
Gap between HOMO and LUMO (spin up / spin down): 10.502 / 3.602 eV
⟨S²⟩: 0.755
Multiplicity: 2

Here are the Löwdin charges for atoms 1 to 8, given in e: number 1, K, carries 0.972; number 2, C, carries -0.157; number 3, C, carries -0.041; number 4, O, carries 0.295; number 5, O, carries -0.078; number 6, H, carries 0.153; number 7, H, carries 0.161; number 8, H, carries 0.206

No. 3
Below is C4H12N2 as an isolated structure, with properties calculated with ωB97M-V/def2-TZVPD.

Structure (XYZ):
```
18
C4H12N2 (ωB97M-V/def2-TZVPD)
C 1.948 0.918 0.871
C 1.520 -0.337 0.226
C 0.882 -0.172 -1.193
N -1.317 0.180 1.034
C -2.153 0.262 -0.055
N -2.978 -0.848 -0.237
H 2.573 1.516 0.140
H 2.661 0.730 1.663
H 1.105 1.356 1.348
H 2.418 -1.045 0.173
H 0.816 -0.798 0.952
H 0.814 -1.260 -1.705
H 1.809 0.439 -1.778
H -0.075 0.372 -1.167
H -2.154 1.023 -0.896
H -1.090 -0.596 0.297
H -3.902 -0.457 -0.349
H -2.877 -1.281 0.677
```

Results
Total charge: -1
Gap between HOMO and LUMO (spin up / spin down): 3.912 / 6.421 eV
⟨S²⟩: 0.753
Multiplicity: 2

Here are the Löwdin charges for atoms 1 to 8, given in e: number 1, C, carries -0.183; number 2, C, carries -0.420; number 3, C, carries -0.144; number 4, N, carries -0.124; number 5, C, carries -0.675; number 6, N, carries -0.081; number 7, H, carries 0.076; number 8, H, carries 0.048

No. 4
Below is a 2-piece molecular cluster, C4H12N2 overall, with properties calculated with ωB97M-V/def2-TZVPD.

Structure (XYZ):
```
18
C4H12N2 (ωB97M-V/def2-TZVPD)
C -3.015 0.627 -0.698
C -1.855 0.523 -0.053
N -1.271 -0.637 0.473
H -3.691 -0.222 -0.902
H -3.454 1.623 -1.044
H -1.192 1.432 0.139
H -1.669 -1.600 0.030
H -0.178 -0.661 0.261
C 1.527 -0.134 -1.076
N 1.775 -0.677 0.248
C 2.163 0.301 1.191
H 1.617 -0.817 -1.900
H 0.470 0.212 -1.201
H 2.151 0.781 -1.408
H 2.475 -1.460 0.163
H 3.161 0.917 0.965
H 2.302 -0.058 2.243
H 1.561 1.154 1.425
```

Results
Total charge: -1
Gap between HOMO and LUMO (spin up / spin down): 2.673 / 8.945 eV
⟨S²⟩: 0.750
Multiplicity: 2

Here are the Löwdin charges for atoms 1 to 8, given in e: number 1, C, carries -0.116; number 2, C, carries -0.409; number 3, N, carries -0.036; number 4, H, carries 0.030; number 5, H, carries 0.042; number 6, H, carries 0.109; number 7, H, carries 0.124; number 8, H, carries 0.056

No. 5
Below is a 2-piece molecular cluster, C4H12N2 overall, with properties calculated with ωB97M-V/def2-TZVPD.

Structure (XYZ):
```
18
C4H12N2 (ωB97M-V/def2-TZVPD)
C 0.292 3.123 -1.889
C 1.210 3.026 -3.126
C 2.679 3.329 -2.875
H -0.496 3.857 -2.069
H -0.262 2.221 -1.726
H 0.895 3.342 -1.015
H 1.180 1.968 -3.422
H 0.796 3.472 -4.032
H 2.976 2.969 -1.899
H 3.052 4.350 -2.983
H 3.280 2.772 -3.604
N -3.214 -4.839 3.673
C -2.045 -4.929 4.366
N -1.241 -5.920 4.381
H -3.618 -3.914 3.700
H -3.267 -5.158 2.721
H -1.862 -4.103 5.067
H -0.355 -5.568 4.733
```

Results
Gap between HOMO and LUMO: 10.217 eV
Multiplicity: 1
SMILES: [H]/N=C/N.CCC

Here are the Löwdin charges for atoms 1 to 8, given in e: number 1, C, carries -0.112; number 2, C, carries -0.314; number 3, C, carries -0.134; number 4, H, carries 0.064; number 5, H, carries 0.052; number 6, H, carries 0.062; number 7, H, carries 0.091; number 8, H, carries 0.096

No. 6
Below is a 2-piece molecular cluster, C4H12N2 overall, with properties calculated with ωB97M-V/def2-TZVPD.

Structure (XYZ):
```
18
C4H12N2 (ωB97M-V/def2-TZVPD)
C 2.000 3.257 2.311
C 1.221 2.133 2.374
N 0.944 1.299 1.364
H 2.466 3.729 1.436
H 2.308 3.797 3.207
H 0.998 1.780 3.369
H 1.271 1.482 0.426
H 0.032 0.807 1.351
C -1.820 -0.883 -1.610
N -1.283 -1.977 -0.854
C -0.315 -2.661 -1.774
H -0.963 -0.167 -1.663
H -2.310 -0.922 -2.582
H -2.584 -0.481 -1.014
H -1.951 -2.612 -0.464
H -0.458 -3.773 -1.924
H 0.653 -2.733 -1.186
H -0.208 -2.074 -2.767
```

Results
Gap between HOMO and LUMO: 8.862 eV
Multiplicity: 1
SMILES: C=CN.CNC

Here are the Löwdin charges for atoms 1 to 8, given in e: number 1, C, carries -0.041; number 2, C, carries -0.337; number 3, N, carries 0.024; number 4, H, carries 0.036; number 5, H, carries 0.026; number 6, H, carries 0.096; number 7, H, carries 0.090; number 8, H, carries 0.104

No. 7
Below is a 2-piece molecular cluster, C4H12N2 overall, with properties calculated with ωB97M-V/def2-TZVPD.

Structure (XYZ):
```
18
C4H12N2 (ωB97M-V/def2-TZVPD)
C 0.134 -3.525 0.188
C 0.770 -2.166 -0.071
N -0.167 -1.085 0.177
H -0.583 -3.504 0.977
H -0.446 -3.895 -0.667
H 0.823 -4.339 0.417
H 1.602 -2.166 0.643
H 1.109 -2.122 -1.102
H 0.310 -0.202 0.093
H -0.624 -1.170 1.067
C -0.809 2.740 0.866
C 0.489 2.402 -1.032
N -0.511 2.032 -0.366
H -1.875 2.870 1.014
H -0.337 3.734 0.921
H -0.309 2.158 1.642
H 0.854 1.795 -1.856
H 0.987 3.354 -0.808
```

Results
Gap between HOMO and LUMO: 9.765 eV
Multiplicity: 1
SMILES: C=NC.CCN

Here are the Löwdin charges for atoms 1 to 8, given in e: number 1, C, carries -0.122; number 2, C, carries -0.353; number 3, N, carries -0.012; number 4, H, carries 0.050; number 5, H, carries 0.069; number 6, H, carries 0.067; number 7, H, carries 0.094; number 8, H, carries 0.102

No. 8
Below is a 2-piece molecular cluster, C4H12N2 overall, with properties calculated with ωB97M-V/def2-TZVPD.

Structure (XYZ):
```
18
C4H12N2 (ωB97M-V/def2-TZVPD)
C -0.341 -3.417 0.040
C 0.627 -2.240 0.213
N -0.108 -0.954 0.225
H -1.395 -3.146 0.148
H -0.230 -3.926 -0.913
H -0.158 -4.199 0.779
H 1.141 -2.388 1.163
H 1.348 -2.357 -0.599
H -0.142 -0.691 -0.757
H 0.541 -0.257 0.592
C -0.858 2.817 0.560
C 0.938 2.131 -0.786
N -0.301 2.052 -0.569
H -1.874 3.043 0.250
H -0.276 3.707 0.775
H -0.846 2.216 1.472
H 1.279 1.770 -1.757
H 1.690 2.524 -0.094
```

Results
Gap between HOMO and LUMO: 10.396 eV
Multiplicity: 1
SMILES: C=NC.CCN

Here are the Löwdin charges for atoms 1 to 8, given in e: number 1, C, carries -0.121; number 2, C, carries -0.337; number 3, N, carries -0.018; number 4, H, carries 0.067; number 5, H, carries 0.055; number 6, H, carries 0.058; number 7, H, carries 0.096; number 8, H, carries 0.093

No. 9
Below is a 2-piece molecular cluster, C4H12N2 overall, with properties calculated with ωB97M-V/def2-TZVPD.

Structure (XYZ):
```
18
C4H12N2 (ωB97M-V/def2-TZVPD)
C -2.995 1.093 -0.255
C -2.280 -0.145 -0.657
N -1.693 -0.776 0.629
H -2.306 1.695 0.330
H -3.274 1.666 -1.117
H -3.902 0.827 0.222
H -2.960 -0.884 -1.160
H -1.454 0.007 -1.356
H -0.990 -0.260 1.115
H -1.097 -1.563 0.263
C 2.729 -0.710 1.094
C 3.125 0.480 -0.809
N 3.633 0.174 0.306
H 2.581 -0.132 2.021
H 3.305 -1.651 1.276
H 1.753 -1.090 0.756
H 2.543 -0.214 -1.422
H 3.283 1.484 -1.235
```

Results
Gap between HOMO and LUMO: 10.161 eV
Multiplicity: 1
SMILES: C=NC.CCN

Here are the Löwdin charges for atoms 1 to 8, given in e: number 1, C, carries -0.129; number 2, C, carries -0.323; number 3, N, carries -0.035; number 4, H, carries 0.075; number 5, H, carries 0.064; number 6, H, carries 0.062; number 7, H, carries 0.114; number 8, H, carries 0.087

No. 10
Below is a 2-piece molecular cluster, C4H12N2 overall, with properties calculated with ωB97M-V/def2-TZVPD.

Structure (XYZ):
```
18
C4H12N2 (ωB97M-V/def2-TZVPD)
C 0.429 3.878 0.855
C -0.049 2.934 -0.270
N 0.780 1.719 -0.395
H -0.173 4.794 1.045
H 0.541 3.388 1.812
H 1.268 4.446 0.467
H -1.054 2.568 0.051
H -0.515 3.278 -1.118
H 1.888 1.800 -0.670
H 0.937 1.289 0.549
C -0.468 -2.798 -0.920
C -0.648 -3.524 0.156
N -0.307 -4.892 0.235
H 0.022 -3.269 -1.895
H -0.555 -1.797 -1.169
H -1.203 -3.101 1.012
H 0.077 -5.302 -0.492
H -0.969 -5.411 0.748
```

Results
Gap between HOMO and LUMO: 9.369 eV
Multiplicity: 1
SMILES: C=CN.CCN

Here are the Löwdin charges for atoms 1 to 8, given in e: number 1, C, carries -0.117; number 2, C, carries -0.350; number 3, N, carries -0.073; number 4, H, carries 0.069; number 5, H, carries 0.061; number 6, H, carries 0.056; number 7, H, carries 0.105; number 8, H, carries 0.064

Result set for energy above the lowest of the compared OMol25 structures with the same formula, charge and spin: 85.71 5.07 79.96 47.77 23.97 54.74 37.21 40.22 58.75 67.48 kcal per mole, one per record in the order listed.
Result set for electronic energy: -566.43065 -1059.76600 -268.92618 -268.97748 -269.07814 -269.02912 -269.05704 -269.05224 -269.02271 -269.00881 Ha, one per record in the order listed.
Result set for F_max: 3.9 3.4 4.6 4.3 1.5 3.8 1.6 1.4 3.3 6.2 eV/Å, one per record in the order listed.